1.
Computed, not measured: a cluster of 2 separate species, C5H11OPS in total at a distorted geometry, with ωB97M-V/def2-TZVPD.

The maximum force is 3.94 eV Å⁻¹. For the energy relative to the best compared isomer or geometry (same formula, charge and spin), the calculation gives 129.5 kcal/mol. Its charge is 0. The value obtained for the electronic energy is -27530.237 eV. The spin multiplicity is 1.

Cartesian coordinates (Å):
C (2.170, 0.917, -0.490)
C (-1.831, -2.250, 0.679)
C (-0.232, 2.238, -0.404)
C (-1.302, -0.844, 0.945)
C (-0.052, -0.566, 0.119)
O (4.308, 1.418, -1.798)
P (0.775, 1.032, 0.591)
S (3.156, 2.034, -1.138)
H (2.908, -0.878, -0.650)
H (-1.058, -2.988, 0.878)
H (-2.683, -2.465, 1.319)
H (-2.144, -2.353, -0.357)
H (-1.234, 2.287, 0.016)
H (-0.283, 1.940, -1.450)
H (0.224, 3.225, -0.328)
H (-2.079, -0.112, 0.708)
H (-1.061, -0.739, 2.006)
H (0.697, -1.341, 0.304)
H (-0.280, -0.555, -0.951)

Let us look at the Mulliken charges, expressed in e, one per atom: number 1, C, carries -0.099; number 2, C, carries -1.324; number 3, C, carries -1.157; number 4, C, carries -0.316; number 5, C, carries -0.700; number 6, O, carries -0.512; number 7, P, carries 0.140; number 8, S, carries 0.306; number 9, H, carries 0.193; number 10, H, carries 0.333; number 11, H, carries 0.374; number 12, H, carries 0.327; number 13, H, carries 0.350; number 14, H, carries 0.360; number 15, H, carries 0.378; number 16, H, carries 0.276; number 17, H, carries 0.339; number 18, H, carries 0.376; number 19, H, carries 0.356



2.
Computed, not measured: an isolated molecule of C4H7NO2, with ωB97M-V/def2-TZVPD.

The maximum force is 0.57 eV Å⁻¹. For the energy relative to the best compared isomer or geometry (same formula, charge and spin), the calculation gives 11.8 kcal/mol. Its charge is 0. The value obtained for the electronic energy is -9846.769 eV. The spin multiplicity is 1. As for the SMILES: C[C@@H](C=O)C(N)=O.

Cartesian coordinates (Å):
C (-0.946, -1.119, 0.477)
C (-0.417, 0.089, -0.301)
C (-1.152, 1.363, 0.104)
O (-2.081, 1.378, 0.869)
C (1.048, 0.402, -0.002)
N (1.996, -0.234, -0.744)
O (1.338, 1.229, 0.851)
H (-0.809, -0.965, 1.551)
H (-2.018, -1.228, 0.291)
H (-0.446, -2.049, 0.183)
H (-0.544, -0.080, -1.380)
H (-0.715, 2.301, -0.292)
H (1.789, -1.037, -1.319)
H (2.958, -0.053, -0.495)

Let us look at the Mulliken charges, expressed in e, one per atom: number 1, C, carries -1.269; number 2, C, carries 0.413; number 3, C, carries -0.147; number 4, O, carries -0.486; number 5, C, carries 0.360; number 6, N, carries -0.386; number 7, O, carries -0.608; number 8, H, carries 0.316; number 9, H, carries 0.353; number 10, H, carries 0.338; number 11, H, carries 0.322; number 12, H, carries 0.327; number 13, H, carries 0.212; number 14, H, carries 0.255



3.
Computed, not measured: a cluster of 8 separate species, C8H32N10O8 in total at a distorted geometry, with ωB97M-V/def2-TZVPD.

The maximum force is 10.57 eV Å⁻¹. For the energy relative to the best compared isomer or geometry (same formula, charge and spin), the calculation gives 180.2 kcal/mol. Its charge is 0. The value obtained for the electronic energy is -40092.220 eV. The spin multiplicity is 1. As for the SMILES: NC(N)=O.NC(N)=O.NC(N)=O.NC(N)=O.NC(N)=O.CO.CO.CO.

Cartesian coordinates (Å):
N (-5.033, 0.974, 1.131)
C (-4.215, 0.775, 2.057)
N (-3.935, 1.913, 2.677)
O (-3.551, -0.433, 2.393)
H (-5.425, 0.080, 0.719)
H (-5.593, 1.873, 1.125)
H (-3.409, 1.799, 3.555)
H (-4.346, 2.855, 2.479)
N (-1.426, 2.213, 1.561)
C (-0.633, 1.873, 0.542)
N (-1.251, 1.402, -0.434)
O (0.743, 1.979, 0.609)
H (-1.012, 2.522, 2.418)
H (-2.383, 1.896, 1.615)
H (-0.630, 1.178, -1.259)
H (-2.213, 1.683, -0.661)
N (3.045, 1.623, 1.907)
C (3.853, 0.575, 1.806)
N (3.293, -0.492, 1.391)
O (5.229, 0.564, 2.266)
H (3.505, 2.463, 2.190)
H (2.053, 1.660, 1.650)
H (3.939, -1.275, 1.356)
H (2.219, -0.562, 1.197)
N (0.227, 0.700, -2.651)
C (0.361, 1.778, -3.436)
N (-0.622, 1.984, -4.290)
O (1.443, 2.638, -3.384)
H (0.927, 0.602, -1.958)
H (-0.363, -0.042, -2.976)
H (-0.657, 2.793, -4.913)
H (-1.478, 1.424, -4.307)
N (-2.120, -1.058, -0.089)
C (-1.899, -2.270, -0.491)
N (-1.791, -2.307, -1.782)
O (-1.877, -3.366, 0.377)
H (-2.309, -1.095, 0.900)
H (-1.862, -0.122, -0.452)
H (-1.523, -3.265, -2.062)
H (-1.977, -1.639, -2.529)
C (1.728, -3.989, -0.350)
O (2.968, -4.158, -1.083)
H (1.375, -2.970, -0.420)
H (1.770, -4.189, 0.749)
H (0.961, -4.522, -0.901)
H (3.540, -3.468, -0.786)
C (0.165, -1.052, 2.159)
O (0.531, -0.986, 0.853)
H (-0.819, -1.473, 2.311)
H (0.313, -0.140, 2.769)
H (0.919, -1.760, 2.603)
H (-0.271, -0.816, 0.357)
C (3.338, 0.868, -1.664)
O (2.724, -0.353, -1.289)
H (2.704, 1.781, -1.568)
H (3.696, 0.806, -2.680)
H (4.148, 0.929, -0.988)
H (2.923, -0.386, -0.311)

Let us look at the Mulliken charges, expressed in e, one per atom: number 1, N, carries -0.338; number 2, C, carries 0.418; number 3, N, carries -0.620; number 4, O, carries -0.678; number 5, H, carries 0.313; number 6, H, carries 0.234; number 7, H, carries 0.274; number 8, H, carries 0.200; number 9, N, carries -0.215; number 10, C, carries 0.131; number 11, N, carries -0.157; number 12, O, carries -0.717; number 13, H, carries 0.280; number 14, H, carries 0.218; number 15, H, carries 0.294; number 16, H, carries 0.377; number 17, N, carries -0.211; number 18, C, carries 0.372; number 19, N, carries -0.246; number 20, O, carries -0.769; number 21, H, carries 0.187; number 22, H, carries 0.318; number 23, H, carries 0.146; number 24, H, carries 0.144; number 25, N, carries -0.365; number 26, C, carries 0.533; number 27, N, carries -0.343; number 28, O, carries -0.651; number 29, H, carries -0.093; number 30, H, carries 0.221; number 31, H, carries 0.269; number 32, H, carries 0.158; number 33, N, carries -0.262; number 34, C, carries 0.492; number 35, N, carries -0.264; number 36, O, carries -0.697; number 37, H, carries 0.000; number 38, H, carries 0.212; number 39, H, carries 0.278; number 40, H, carries 0.196; number 41, C, carries -0.059; number 42, O, carries -0.533; number 43, H, carries -0.219; number 44, H, carries 0.249; number 45, H, carries 0.278; number 46, H, carries 0.298; number 47, C, carries -1.238; number 48, O, carries 1.100; number 49, H, carries 0.432; number 50, H, carries 0.296; number 51, H, carries 0.329; number 52, H, carries -0.546; number 53, C, carries -0.803; number 54, O, carries -0.661; number 55, H, carries 0.230; number 56, H, carries 0.259; number 57, H, carries 0.439; number 58, H, carries 0.513



4.
Computed, not measured: the ion C5H11O with charge -1, with ωB97M-V/def2-TZVPD.

The maximum force is 0.94 eV Å⁻¹. For the energy relative to the best compared isomer or geometry (same formula, charge and spin), the calculation gives 6.1 kcal/mol. Its charge is -1. The value obtained for the electronic energy is -7410.135 eV. The spin multiplicity is 1. As for the SMILES: CCCCC[O-].

Cartesian coordinates (Å):
C (1.457, -1.526, 1.006)
C (0.085, -1.480, 0.352)
C (-0.105, -0.273, -0.595)
C (-0.830, 0.902, 0.021)
C (-0.804, 2.203, -0.860)
O (-1.150, 3.322, -0.259)
H (1.546, -2.471, 1.547)
H (2.298, -1.471, 0.318)
H (1.566, -0.712, 1.719)
H (-0.610, -1.306, 1.168)
H (-0.164, -2.438, -0.111)
H (-0.591, -0.599, -1.520)
H (0.892, 0.024, -0.920)
H (-0.470, 1.071, 1.050)
H (-1.890, 0.687, 0.176)
H (0.219, 2.177, -1.359)
H (-1.450, 1.888, -1.732)

Let us look at the Mulliken charges, expressed in e, one per atom: number 1, C, carries -1.200; number 2, C, carries -0.494; number 3, C, carries -0.575; number 4, C, carries -0.473; number 5, C, carries -0.462; number 6, O, carries -0.868; number 7, H, carries 0.349; number 8, H, carries 0.340; number 9, H, carries 0.285; number 10, H, carries 0.260; number 11, H, carries 0.386; number 12, H, carries 0.300; number 13, H, carries 0.338; number 14, H, carries 0.272; number 15, H, carries 0.272; number 16, H, carries 0.153; number 17, H, carries 0.120



5.
Computed, not measured: an isolated molecule of C2H4F2S, with ωB97M-V/def2-TZVPD.

The maximum force is 0.78 eV Å⁻¹. For the energy relative to the best compared isomer or geometry (same formula, charge and spin), the calculation gives 0.0 kcal/mol. Its charge is 0. The value obtained for the electronic energy is -18409.192 eV. The spin multiplicity is 1. As for the SMILES: CC(F)(F)S.

Cartesian coordinates (Å):
C (0.218, -0.477, -0.284)
C (-1.270, -0.479, -0.015)
F (-1.539, -1.054, 1.184)
F (-1.926, -1.218, -0.930)
S (-2.011, 1.216, -0.045)
H (0.408, 0.004, -1.240)
H (0.735, 0.060, 0.507)
H (0.575, -1.505, -0.317)
H (-1.382, 1.604, 1.063)

Let us look at the Mulliken charges, expressed in e, one per atom: number 1, C, carries -1.042; number 2, C, carries 0.652; number 3, F, carries -0.246; number 4, F, carries -0.256; number 5, S, carries -0.212; number 6, H, carries 0.314; number 7, H, carries 0.343; number 8, H, carries 0.313; number 9, H, carries 0.133



6.
Computed, not measured: a structure of composition C12H9AuF9I2O5RuS at a distorted geometry, with ωB97M-V/def2-TZVPD.

The maximum force is 9.50 eV Å⁻¹. For the energy relative to the best compared isomer or geometry (same formula, charge and spin), the calculation gives 30.0 kcal/mol. Its charge is +4. The value obtained for the electronic energy is -80538.925 eV. The spin multiplicity is 8.

Cartesian coordinates (Å):
I (2.154, -2.009, -1.011)
I (2.883, 0.546, -1.130)
Au (-1.756, 1.416, -0.391)
Ru (-0.643, -1.108, 0.379)
S (0.059, 0.262, -1.405)
C (-1.826, -1.854, -0.765)
C (-1.532, -1.946, 1.790)
C (-0.039, 0.040, -3.453)
C (0.958, 1.049, -3.999)
C (-1.479, 0.424, -3.704)
C (0.279, -1.361, -3.908)
C (-2.316, 2.287, 1.337)
C (-3.199, 2.735, -0.869)
O (-2.182, -2.553, 2.544)
O (-2.472, -2.301, -1.639)
O (-2.530, 2.514, 2.416)
O (-4.122, 3.362, -1.101)
H (0.948, 1.059, -5.091)
H (1.985, 0.790, -3.679)
H (0.755, 2.063, -3.628)
H (-1.681, 0.646, -4.776)
H (-1.766, 1.285, -3.081)
H (-2.151, -0.420, -3.361)
H (0.286, -1.391, -5.006)
H (-0.471, -2.080, -3.542)
H (1.262, -1.690, -3.549)
F (2.064, -2.403, 2.944)
C (2.427, -1.164, 3.364)
F (2.870, -1.296, 4.661)
F (3.481, -0.766, 2.626)
C (1.156, -0.143, 3.085)
O (0.791, -0.172, 1.833)
C (0.039, -0.603, 4.168)
F (0.249, -0.268, 5.460)
F (-1.161, -0.054, 3.809)
F (-0.104, -1.957, 4.148)
C (1.611, 1.406, 3.557)
F (2.057, 1.595, 4.843)
F (2.588, 1.848, 2.730)
F (0.527, 2.213, 3.396)

Let us look at the Mulliken charges, expressed in e, one per atom: number 1, I, carries 0.448; number 2, I, carries 0.525; number 3, Au, carries 0.615; number 4, Ru, carries 0.687; number 5, S, carries -0.185; number 6, C, carries 0.347; number 7, C, carries 0.152; number 8, C, carries 1.484; number 9, C, carries -1.438; number 10, C, carries -1.454; number 11, C, carries -1.409; number 12, C, carries 0.164; number 13, C, carries 0.292; number 14, O, carries -0.067; number 15, O, carries -0.174; number 16, O, carries 0.035; number 17, O, carries -0.005; number 18, H, carries 0.499; number 19, H, carries 0.309; number 20, H, carries 0.409; number 21, H, carries 0.478; number 22, H, carries 0.345; number 23, H, carries 0.320; number 24, H, carries 0.470; number 25, H, carries 0.341; number 26, H, carries 0.395; number 27, F, carries -0.178; number 28, C, carries 0.571; number 29, F, carries -0.143; number 30, F, carries -0.159; number 31, C, carries 0.093; number 32, O, carries 0.214; number 33, C, carries 0.334; number 34, F, carries -0.160; number 35, F, carries -0.198; number 36, F, carries -0.214; number 37, C, carries 0.737; number 38, F, carries -0.136; number 39, F, carries -0.177; number 40, F, carries -0.169